ORCA calculation (ωB97M-V with the def2-TZVPD basis set) on an isolated molecule of C6H6O.

XYZ file:
```
13
Properties=species:S:1:pos:R:3:nbo_charge:R:1
O 0.023 -1.819 1.686 -0.69
C 0.439 -1.082 0.568 0.09
C -0.824 -0.633 -0.287 -0.57
C -0.486 0.635 -0.898 0.51
C -0.205 1.769 -1.375 -0.56
C 1.153 0.177 0.829 -0.42
C 1.538 1.333 0.604 -0.22
H -0.016 -1.200 2.427 0.48
H 1.031 -1.764 -0.051 0.20
H -1.667 -0.508 0.399 0.26
H -1.080 -1.376 -1.052 0.27
H -0.599 2.360 -2.190 0.29
H 0.693 2.108 -0.659 0.35
```

Values from the calculation:
orbital gap	0.2818	Eh
E	-8358.883	eV
LUMO level	-0.0452	Ha



ORCA calculation (ωB97M-V with the def2-TZVPD basis set) on a cluster of 2 separate species, C10H16 in total.

XYZ file:
```
26
Properties=species:S:1:pos:R:3:nbo_charge:R:1
C 1.711 2.009 -1.295 -0.63
C 0.924 0.739 -1.545 0.00
C -0.458 0.813 -1.748 -0.23
C -1.181 -0.354 -1.889 -0.19
C -0.542 -1.588 -1.875 -0.24
C 0.829 -1.642 -1.761 -0.20
C 1.592 -0.471 -1.625 -0.23
H 2.791 1.880 -1.300 0.22
H 1.449 2.349 -0.295 0.22
H 1.443 2.847 -1.946 0.22
H -0.865 1.813 -1.861 0.21
H -2.244 -0.252 -2.088 0.21
H -1.141 -2.490 -1.935 0.22
H 1.387 -2.562 -1.776 0.21
H 2.649 -0.659 -1.541 0.21
C -0.996 0.985 1.640 -0.61
C -0.804 -0.540 1.747 -0.41
C -0.475 -1.090 3.144 -0.60
H -0.253 1.351 0.944 0.21
H -0.808 1.405 2.635 0.20
H -2.024 1.240 1.379 0.21
H -1.728 -1.036 1.458 0.19
H -0.125 -0.995 1.025 0.21
H 0.605 -1.144 3.334 0.20
H -0.908 -0.493 3.948 0.20
H -0.828 -2.113 3.226 0.21
```

Values from the calculation:
orbital gap	0.3708	Eh
E	-10629.196	eV
SMILES	Cc1ccccc1.CCC
LUMO level	0.0374	Ha